Entry 1:
A cluster of 6 separate species, C46H64Cl2NO21PS5 in total at a distorted geometry. Source: the Open Molecules 2025 dataset; level of theory: ωB97M-V with the def2-TZVPD basis set.

Geometry as XYZ:
```
140
Properties=species:S:1:pos:R:3:forces:R:3
C 2.958 -1.617 2.104 -0.2 -0.2 0.4
C 1.720 -2.489 2.258 0.3 0.1 -0.1
O 1.235 -2.867 0.988 0.1 -0.2 -0.3
C 0.068 -3.671 1.053 -0.4 0.7 0.1
C -0.873 -3.250 -0.089 1.2 0.4 0.1
C -0.884 -1.738 -0.127 -0.5 -0.4 0.0
C -1.470 -1.067 0.949 0.3 0.3 -0.4
C -1.481 0.318 1.036 0.1 0.1 -0.2
C -2.088 1.027 2.195 -0.3 0.0 -0.1
C -1.352 1.331 3.334 -0.4 0.0 0.0
C -1.967 2.015 4.380 0.0 0.1 0.0
C -3.300 2.391 4.297 -0.2 -0.1 -0.3
C -4.045 2.077 3.164 0.6 -0.2 -0.1
C -3.427 1.408 2.113 -0.2 0.1 0.4
C -0.882 1.032 -0.002 0.1 -0.3 -0.2
C -0.314 0.386 -1.105 0.0 -0.4 0.2
C -0.320 -1.010 -1.176 -0.3 0.5 0.4
Cl 0.406 -1.807 -2.528 0.1 -0.1 0.0
C 0.316 1.253 -2.148 0.0 0.1 0.7
O 0.164 1.092 -3.326 0.0 -0.1 -0.8
C 1.117 2.378 -1.579 -0.1 0.1 0.3
C 2.353 2.759 -2.095 -0.1 -0.1 0.1
C 2.962 2.056 -3.278 -0.1 0.3 0.2
C 2.719 2.776 -4.582 -0.2 0.7 0.1
O 3.128 2.393 -5.632 0.3 -0.7 -0.8
O 2.010 3.927 -4.480 -0.4 -0.3 0.8
C 3.015 3.798 -1.459 -0.3 -0.3 0.1
C 2.475 4.430 -0.342 0.4 -0.1 0.2
P 3.386 5.781 0.515 -0.6 0.4 0.1
O 3.659 6.775 -0.763 0.6 -0.3 0.3
Cl 5.235 4.852 0.760 0.0 0.0 -0.2
C 1.229 4.060 0.169 -0.2 -0.2 -0.3
C 0.645 4.708 1.377 0.4 -0.3 0.0
C 1.090 4.375 2.646 -0.3 0.3 -0.2
C 0.486 5.024 3.705 0.3 -0.3 0.1
C -0.491 5.962 3.451 -0.5 0.5 0.4
N -0.952 6.306 2.245 0.7 -0.7 0.1
C -0.365 5.645 1.247 -0.5 0.5 -0.5
C 0.549 3.018 -0.473 0.5 0.2 -0.2
C -0.778 2.517 -0.002 0.5 -0.4 -0.2
O -1.675 3.246 0.302 -0.7 0.6 0.4
H 2.941 -1.052 1.178 0.0 0.0 -0.2
H 2.984 -0.914 2.933 0.1 0.1 0.1
H 3.851 -2.231 2.165 0.2 0.1 -0.2
H 1.982 -3.389 2.821 -0.1 -0.1 0.2
H 0.952 -1.941 2.812 -0.2 -0.1 0.0
H 0.321 -4.728 0.996 0.0 -0.2 0.1
H -0.435 -3.427 1.992 -0.1 -0.4 0.2
H -0.421 -3.617 -1.001 -0.3 -0.2 -0.3
H -1.874 -3.642 0.054 -0.1 -0.1 -0.1
H -1.904 -1.647 1.751 -0.1 -0.1 0.1
H -0.318 1.024 3.396 0.1 0.0 0.1
H -1.409 2.263 5.272 0.1 0.0 0.0
H -3.787 2.916 5.104 0.1 0.1 0.2
H -5.085 2.353 3.089 -0.1 0.1 0.0
H -4.006 1.183 1.231 0.1 -0.1 -0.2
H 2.535 1.071 -3.425 -0.1 -0.2 0.0
H 4.027 1.896 -3.130 0.2 0.2 -0.1
H 1.241 3.903 -5.073 0.1 0.3 -0.5
H 3.988 4.087 -1.836 0.1 0.1 0.0
H 4.465 6.514 -1.231 -0.2 0.1 -0.3
H 1.873 3.644 2.774 0.1 -0.1 0.1
H 0.769 4.810 4.723 0.0 0.0 0.1
H -0.936 6.475 4.294 -0.1 0.1 0.0
H -0.723 5.864 0.250 -0.1 0.1 -0.1
O 1.306 -7.128 0.303 -0.2 -0.1 -0.2
S 2.629 -7.420 -0.167 0.5 0.3 0.3
O 2.876 -7.648 -1.557 -0.3 0.0 -0.1
O 3.211 -8.638 0.676 0.0 0.1 0.0
C 2.423 -9.844 0.745 -0.3 -0.5 0.0
C 2.508 -10.667 -0.525 0.0 0.2 -0.2
C 3.732 -6.185 0.420 0.1 0.0 0.0
H 1.390 -9.593 0.990 0.0 0.1 0.0
H 2.831 -10.403 1.584 0.1 0.2 0.0
H 2.033 -10.156 -1.362 0.0 0.0 0.0
H 2.009 -11.625 -0.381 0.0 0.0 0.1
H 3.548 -10.845 -0.797 0.0 -0.1 0.0
H 3.565 -6.041 1.483 0.0 0.0 0.0
H 3.509 -5.270 -0.127 -0.1 0.0 0.0
H 4.754 -6.498 0.228 0.0 0.0 0.0
O 6.733 -5.616 1.877 -0.2 0.1 -0.1
S 7.717 -4.772 2.487 0.4 -0.1 0.2
O 7.584 -3.351 2.414 -0.2 0.0 -0.1
O 9.151 -5.197 1.957 0.0 0.0 0.1
C 9.349 -5.267 0.527 0.1 0.0 -0.6
C 9.508 -3.899 -0.105 -0.1 0.1 0.2
C 7.948 -5.246 4.165 0.0 -0.1 0.0
H 8.530 -5.827 0.072 -0.1 0.0 0.1
H 10.257 -5.851 0.395 0.0 0.0 0.2
H 8.582 -3.327 -0.052 0.0 0.0 0.0
H 9.784 -4.005 -1.154 0.0 -0.1 0.0
H 10.278 -3.326 0.410 0.1 0.0 0.0
H 8.083 -6.323 4.210 0.0 0.0 0.0
H 7.054 -4.950 4.707 0.0 0.0 0.0
H 8.817 -4.724 4.557 0.0 0.0 0.0
O -6.932 6.490 3.458 -0.1 -0.1 -0.1
S -6.710 7.821 2.978 0.4 0.2 0.1
O -7.496 8.337 1.901 -0.1 -0.1 0.0
O -5.170 7.995 2.641 -0.1 0.1 0.1
C -4.557 7.027 1.756 0.3 -0.3 -0.5
C -4.917 7.267 0.303 -0.3 0.1 0.0
C -6.769 8.953 4.324 0.0 0.0 0.1
H -4.823 6.017 2.071 -0.1 0.1 0.1
H -3.483 7.140 1.892 0.0 0.1 0.2
H -5.974 7.079 0.117 0.0 0.0 0.0
H -4.334 6.603 -0.336 0.1 0.0 0.1
H -4.714 8.301 0.024 0.1 0.0 0.0
H -6.143 8.575 5.128 0.0 0.0 0.0
H -7.806 9.015 4.645 0.0 0.0 0.0
H -6.422 9.923 3.979 0.0 0.0 0.0
O -0.200 4.270 -6.543 0.1 0.2 0.2
S -0.248 3.789 -7.896 -0.1 -0.5 -0.3
O -0.232 4.713 -8.986 0.0 0.2 0.2
O -1.506 2.829 -8.044 0.2 0.0 0.0
C -2.792 3.334 -7.629 -0.5 0.2 0.1
C -3.393 4.294 -8.637 0.2 0.1 -0.1
C 1.002 2.581 -8.117 0.1 -0.1 0.0
H -2.704 3.793 -6.643 0.1 0.0 0.0
H -3.423 2.454 -7.525 0.2 -0.1 0.0
H -2.818 5.217 -8.698 0.0 0.0 0.0
H -4.414 4.545 -8.348 0.0 -0.1 0.0
H -3.404 3.847 -9.631 -0.1 0.0 0.0
H 0.946 1.880 -7.289 0.0 0.0 0.0
H 1.956 3.103 -8.101 0.0 0.0 0.1
H 0.863 2.075 -9.068 -0.1 0.1 0.0
O -5.043 -4.148 2.808 0.0 0.2 0.0
S -5.049 -4.618 1.457 0.0 -0.5 -0.1
O -4.915 -3.699 0.368 0.1 0.2 0.1
O -6.339 -5.517 1.232 0.1 0.0 0.0
C -7.621 -4.950 1.580 -0.5 0.2 0.1
C -8.116 -3.959 0.547 0.2 0.1 -0.1
C -3.854 -5.899 1.274 0.0 -0.1 0.0
H -7.565 -4.501 2.572 0.2 0.0 0.0
H -8.299 -5.799 1.643 0.2 -0.1 0.0
H -7.494 -3.065 0.524 0.0 0.0 0.0
H -9.138 -3.658 0.781 0.0 -0.1 0.0
H -8.095 -4.400 -0.449 -0.1 0.0 0.0
H -3.983 -6.615 2.081 0.0 0.0 0.0
H -2.872 -5.435 1.331 0.0 0.0 0.0
H -3.992 -6.370 0.305 0.0 0.0 0.0
```
Positions in Å, forces in eV/Å.

Results
Lowest unoccupied orbital energy ... -0.792 eV
SMILES string ... CCOCCc1cc(-c2ccccc2)c2c(c1Cl)C(=O)c1c(CC(=O)O)cc(P(O)Cl)c(-c3cccnc3)c1C2=O.CCOS(C)(=O)=O.CCOS(C)(=O)=O.CCOS(C)(=O)=O.CCOS(C)(=O)=O.CCOS(C)(=O)=O

Mulliken atomic charge list, values in e, 2 entries: -1.247 -0.007


Entry 2:
A cluster of 6 separate species, C36H67BO15PS6 in total at a distorted geometry. Source: the Open Molecules 2025 dataset; level of theory: ωB97M-V with the def2-TZVPD basis set.

Geometry as XYZ:
```
126
Properties=species:S:1:pos:R:3:forces:R:3
C 0.478 2.366 1.098 0.7 -0.2 0.8
C 1.043 3.628 1.942 -1.8 1.9 -1.2
O 0.590 4.789 1.770 2.1 -4.4 1.1
O 2.086 3.319 2.882 -0.8 0.4 -1.9
C 3.322 3.246 2.122 1.7 0.7 -0.7
C 4.581 2.716 2.960 -0.4 -0.4 -0.6
C 4.486 1.169 3.396 -0.4 0.4 0.6
C 4.281 1.081 5.011 1.0 -0.5 -0.8
C 3.783 -0.363 5.507 0.2 0.3 0.6
C 2.270 -0.422 6.035 -0.5 -0.6 -0.2
C 1.166 0.137 5.014 1.8 0.4 -0.7
C 1.165 -0.780 3.693 -0.5 0.1 0.5
B -0.363 -1.127 3.120 1.5 0.2 -1.1
S -1.528 0.364 3.122 -1.1 1.6 0.2
C -0.119 -1.613 1.548 0.6 -1.7 -3.5
C 1.097 -2.565 1.262 -1.2 0.3 -3.3
C 1.464 -3.058 -0.184 -3.5 3.0 0.8
C 0.570 -2.558 -1.354 -0.4 0.6 3.1
C -0.650 -1.654 -1.086 1.8 -1.0 2.3
C -0.996 -1.178 0.348 3.1 -2.5 -1.0
P -1.225 -2.496 4.188 1.8 -1.8 1.1
O -0.237 -3.650 4.427 -2.7 1.9 -0.1
O -2.708 -3.045 3.540 1.1 1.2 0.9
O -1.586 -1.750 5.716 -0.9 -0.6 -1.9
H -0.667 2.356 1.060 1.8 0.3 0.0
H 0.797 1.404 1.626 -0.5 1.4 -0.7
H 0.950 2.335 0.054 -0.8 0.3 1.4
H 3.569 4.328 1.791 -0.3 -1.6 0.4
H 3.205 2.638 1.156 0.0 0.6 1.4
H 4.678 3.395 3.875 0.2 -1.0 -1.3
H 5.500 2.805 2.267 -1.6 0.3 1.2
H 3.621 0.703 2.815 1.0 0.5 1.0
H 5.426 0.566 3.111 -1.3 1.1 0.4
H 5.341 1.233 5.442 -1.6 0.0 -0.6
H 3.638 1.959 5.353 0.6 -1.3 -0.4
H 3.996 -1.139 4.687 -0.5 1.1 1.1
H 4.453 -0.662 6.400 -1.0 0.3 -1.3
H 2.026 -1.534 6.207 0.3 1.6 -0.1
H 2.176 0.101 7.046 0.3 -0.5 -1.3
H 1.539 1.182 4.679 -0.8 -1.4 0.6
H 0.134 0.278 5.475 1.5 -0.5 -0.4
H 1.689 -0.257 2.804 -0.5 -0.9 1.6
H 1.645 -1.800 3.915 -0.4 1.6 -0.3
H -1.005 1.426 3.840 0.0 -1.1 -0.4
H 1.788 -2.957 2.089 -1.4 0.8 -1.2
H 2.366 -3.724 -0.403 -1.5 1.1 0.5
H 0.859 -2.892 -2.414 -0.7 0.7 1.7
H -1.298 -1.290 -1.966 1.4 -0.9 2.0
H -1.904 -0.509 0.478 1.4 -0.9 0.0
H -3.216 -2.284 3.181 0.5 -0.5 0.3
H -2.274 -1.050 5.584 0.9 -0.7 -0.1
C -3.174 1.264 -6.279 -0.1 0.0 -0.2
C -4.240 0.838 -5.267 -0.1 0.2 0.0
C -3.679 -0.349 -4.482 -0.6 -0.1 0.1
S -1.899 -0.158 -4.492 0.2 0.5 0.2
O -1.323 -1.250 -5.244 0.0 0.1 0.3
O -1.450 0.181 -3.160 -0.1 0.1 -0.9
C -1.864 1.309 -5.505 0.0 0.4 -0.4
H -3.407 2.231 -6.731 0.1 -0.1 0.0
H -3.110 0.522 -7.082 0.0 0.1 0.0
H -4.445 1.668 -4.583 0.0 -0.1 -0.1
H -5.181 0.577 -5.757 0.1 0.0 0.1
H -4.036 -0.356 -3.452 0.2 -0.1 0.0
H -3.920 -1.298 -4.965 0.1 0.0 0.1
H -0.984 1.296 -6.148 0.0 -0.1 0.2
H -1.830 2.174 -4.839 0.0 -0.1 0.0
C -3.135 -3.270 8.303 0.1 -0.2 -0.1
C -3.920 -4.442 8.895 0.0 -0.1 -0.2
C -4.321 -4.054 10.320 0.0 -0.6 0.0
S -4.445 -2.268 10.334 -0.1 0.2 -0.3
O -3.416 -1.743 11.203 -0.4 0.0 0.1
O -5.835 -1.888 10.468 0.3 0.1 0.3
C -3.938 -2.022 8.642 0.2 0.0 -0.4
H -2.996 -3.378 7.226 0.1 0.1 0.1
H -2.145 -3.217 8.768 -0.1 0.1 -0.1
H -4.818 -4.619 8.295 0.1 0.0 0.1
H -3.335 -5.365 8.888 -0.1 0.1 0.0
H -5.283 -4.485 10.599 0.1 0.2 0.1
H -3.559 -4.345 11.044 -0.1 0.2 0.0
H -3.360 -1.103 8.557 -0.1 0.0 0.1
H -4.841 -1.957 8.030 0.0 0.0 0.1
C -4.769 6.241 -10.339 -0.1 0.0 -0.1
C -5.836 5.816 -9.327 -0.2 0.2 0.0
C -5.276 4.628 -8.542 -0.6 -0.1 0.0
S -3.496 4.818 -8.550 0.2 0.2 0.2
O -2.921 3.726 -9.302 0.0 0.1 0.3
O -3.047 5.157 -7.219 0.1 -0.4 -0.3
C -3.459 6.285 -9.564 0.0 0.4 -0.3
H -5.001 7.208 -10.790 0.0 -0.1 0.0
H -4.705 5.499 -11.141 0.0 0.1 0.0
H -6.041 6.646 -8.643 0.0 -0.1 -0.1
H -6.776 5.555 -9.817 0.1 0.0 0.1
H -5.633 4.622 -7.511 0.2 -0.1 -0.1
H -5.516 3.680 -9.025 0.2 0.0 0.1
H -2.579 6.271 -10.206 0.0 -0.1 0.2
H -3.425 7.150 -8.897 0.0 -0.1 0.0
C 9.973 1.897 0.902 0.1 0.0 -0.1
C 10.421 1.052 2.097 0.1 -0.2 -0.1
C 10.042 1.817 3.367 0.5 -0.4 0.2
S 8.619 2.817 2.943 -0.4 -0.1 0.1
O 8.994 4.209 3.025 -0.2 -0.2 0.1
O 7.452 2.292 3.614 0.5 0.4 0.0
C 8.554 2.348 1.223 0.1 -0.1 -0.5
H 10.013 1.332 -0.032 0.0 0.1 0.1
H 10.629 2.767 0.799 -0.1 0.0 0.0
H 9.900 0.090 2.078 0.0 0.1 0.0
H 11.493 0.845 2.067 -0.1 0.0 0.0
H 9.779 1.141 4.181 -0.1 0.2 0.0
H 10.843 2.487 3.684 -0.2 0.0 0.0
H 8.225 3.193 0.619 -0.1 0.0 0.2
H 7.847 1.520 1.129 0.0 0.1 0.1
C -2.215 -4.044 -6.325 0.0 0.1 0.1
C -3.174 -4.890 -5.484 0.1 0.0 0.2
C -4.038 -5.702 -6.451 -0.4 0.0 0.5
S -3.052 -5.937 -7.926 0.3 -0.1 0.1
O -3.683 -5.231 -9.019 0.0 -0.3 0.0
O -2.668 -7.327 -8.027 -0.3 0.2 -0.3
C -1.646 -4.987 -7.376 0.3 0.3 0.1
H -1.427 -3.599 -5.716 -0.1 0.0 -0.1
H -2.767 -3.232 -6.810 0.1 0.0 0.0
H -2.597 -5.568 -4.847 -0.1 0.1 0.0
H -3.791 -4.270 -4.829 0.1 -0.1 0.0
H -4.303 -6.675 -6.035 0.0 0.0 -0.2
H -4.942 -5.159 -6.732 0.1 -0.1 -0.1
H -1.194 -4.467 -8.221 -0.1 -0.2 -0.1
H -0.927 -5.681 -6.934 -0.1 0.0 -0.1
```
Positions in Å, forces in eV/Å.

Results
Lowest unoccupied orbital energy ... 1.354 eV
ΔE to the lowest compared entry with this formula, charge and spin ... 6.655 eV
Charge ... -1

Mulliken atomic charge list, values in e, 2 entries: -0.493 0.629


Entry 3:
A structure of composition C17H33BCuN6Si2 at a distorted geometry. Source: the Open Molecules 2025 dataset; level of theory: ωB97M-V with the def2-TZVPD basis set.

Geometry as XYZ:
```
60
Properties=species:S:1:pos:R:3:forces:R:3
H -3.029 -1.563 -1.602 0.1 0.2 -0.1
N -1.355 -0.434 -2.229 -0.7 0.0 -0.5
B 0.602 0.512 -3.458 1.2 0.1 0.9
N -0.886 0.067 -3.398 -0.9 -0.3 0.5
C -1.778 -0.256 -4.355 0.3 0.0 0.8
Cu 1.045 -0.519 -0.144 -1.1 2.0 3.8
H -1.614 0.050 -5.376 0.1 -0.1 0.1
C -2.821 -0.974 -3.774 0.1 0.0 0.2
H -3.686 -1.374 -4.266 -0.1 0.0 -0.1
C -2.517 -1.075 -2.418 0.4 0.3 -0.5
H 0.873 0.816 -4.586 -0.1 -0.1 0.0
C 2.729 -0.972 0.876 -0.1 -0.4 0.1
H 2.473 -1.159 1.926 0.3 0.1 -0.3
H 3.379 -0.101 0.740 -0.1 -0.2 0.1
H 3.173 -1.854 0.401 0.1 0.2 0.4
N 1.442 -0.719 -2.976 0.0 -0.6 0.7
N 0.941 1.651 -2.468 0.1 0.3 0.9
N 1.375 -1.275 -1.684 1.5 -2.8 -4.9
N 1.163 1.402 -1.127 0.0 1.2 -0.9
C 2.186 -1.508 -3.771 -0.1 -0.3 0.7
C 1.191 2.954 -2.735 0.1 -0.2 0.6
H 2.334 -1.231 -4.809 0.0 -0.1 0.2
H 1.079 3.324 -3.743 0.1 0.1 0.1
C 2.614 -2.608 -3.029 -0.2 0.2 -0.3
C 1.586 3.569 -1.553 -0.2 -0.2 -0.3
C 2.061 -2.444 -1.757 -0.1 1.0 -0.8
C 1.547 2.562 -0.571 -0.5 -0.4 -1.3
H 3.234 -3.416 -3.374 0.0 0.0 0.0
H 1.866 4.593 -1.403 0.0 0.2 -0.1
H 2.184 -3.072 -0.884 -0.2 0.2 -0.2
H 1.756 2.643 0.487 0.0 -0.2 -0.2
H -0.893 -0.214 -1.342 0.1 -0.1 0.0
C 0.711 -0.784 3.967 0.1 0.0 0.3
Si 0.562 0.726 2.843 -0.9 -0.3 -0.8
C -0.501 2.059 3.667 0.1 0.1 0.4
C 2.267 1.527 2.798 0.3 0.3 -0.1
C -0.276 0.234 1.213 -0.1 0.3 0.5
Si -1.961 -0.580 1.485 1.2 0.8 0.4
C -2.711 -0.495 3.222 -0.2 -0.2 0.1
C -3.249 0.359 0.474 -0.3 -0.1 -0.4
C -1.856 -2.393 1.031 -0.4 -0.3 -0.2
H 1.685 -0.742 4.476 -0.2 -0.2 -0.1
H 0.657 -1.730 3.413 0.0 0.2 0.1
H -0.063 -0.792 4.746 0.2 0.0 -0.2
H 0.156 2.659 4.314 -0.3 0.0 0.0
H -0.948 2.737 2.927 0.1 -0.2 0.1
H -1.307 1.655 4.292 0.1 0.1 -0.1
H 2.778 1.497 1.833 -0.1 0.0 0.3
H 2.172 2.580 3.101 0.1 -0.2 -0.1
H 2.916 1.030 3.534 -0.1 0.2 -0.2
H -0.465 1.189 0.671 -0.1 -0.3 0.5
H -3.045 0.522 3.470 0.1 -0.2 -0.1
H -3.606 -1.137 3.222 0.1 0.1 0.0
H -2.059 -0.850 4.027 -0.1 0.0 -0.2
H -2.803 1.009 -0.289 -0.1 -0.1 0.1
H -3.940 -0.335 -0.024 -0.1 0.2 0.1
H -3.845 0.998 1.142 0.2 -0.2 -0.2
H -1.220 -2.575 0.153 -0.1 0.0 0.2
H -1.439 -2.962 1.875 -0.1 0.1 -0.2
H -2.864 -2.779 0.821 0.2 -0.2 0.1
```
Positions in Å, forces in eV/Å.

Results
Lowest unoccupied orbital energy (spin up / spin down) ... 0.229 / 0.014 eV
ΔE to the lowest compared entry with this formula, charge and spin ... 0.959 eV
Multiplicity ... 2

natural (NBO) atomic charge list, values in e, 2 entries: 0.256 -0.305


Entry 4:
The molecule CH5NO3S2 at a distorted geometry. Source: the Open Molecules 2025 dataset; level of theory: ωB97M-V with the def2-TZVPD basis set.

Geometry as XYZ:
```
12
Properties=species:S:1:pos:R:3:forces:R:3
C 1.300 0.837 -1.318 1.9 1.0 -0.4
N -2.071 0.245 -1.060 -0.3 1.0 -0.1
O -2.673 1.288 -0.300 0.7 0.4 -1.2
O -1.646 -0.797 1.209 -0.1 0.2 0.5
O -0.501 -1.666 -0.822 -0.4 0.8 0.4
S 0.487 0.828 0.298 -0.1 -0.1 -0.1
S -1.009 -0.558 -0.044 0.8 -1.3 -1.0
H 1.485 -0.173 -1.680 -0.6 0.0 -0.1
H 2.382 1.243 -1.224 -1.8 -0.4 0.4
H 0.795 1.520 -2.029 0.1 -0.8 0.4
H -3.230 0.799 0.280 -0.9 -0.3 1.4
H -2.859 -0.312 -1.397 0.7 -0.5 -0.1
```
Positions in Å, forces in eV/Å.

Results
Lowest unoccupied orbital energy ... 0.424 eV
SMILES string ... CSS(=O)(=O)NO
ΔE to the lowest compared entry with this formula, charge and spin ... 0.325 eV

natural (NBO) atomic charge list, values in e, 2 entries: -0.778 -0.579